# 1
{
  "formula": "C5H4N2O",
  "method": "ωB97M-V with the def2-TZVPD basis set",
  "de_lowest_kcal_mol": 43.54,
  "smiles": "O=c1cncccn1",
  "e_lumo_ha": -0.018,
  "homo_lumo_gap_ha": 0.3306,
  "homo_energy_ev": -9.5,
  "e_tot_ha": -377.59467,
  "molar_mass_g_mol": 108.10,
  "elements": ["O", "C", "C", "N", "C", "C", "C", "N", "H", "H", "H", "H"],
  "positions_angstrom": [[2.82770, 0.17355, -0.52395], [1.62242, -0.10304, -0.21116], [1.05412, -0.15628, 1.15899], [-0.07210, 0.45896, 1.42044], [-1.02787, 0.95280, 0.58519], [-1.38730, 0.20942, -0.49743], [-0.49380, -0.81257, -1.15495], [0.78286, -0.80618, -1.03387], [1.54206, -0.65918, 2.05133], [-1.69857, 1.82118, 1.00341], [-2.33170, 0.53438, -0.97831], [-0.81784, -1.61305, -1.81971]],
  "forces_ev_per_angstrom": [[-4.50, -0.22, 1.33], [4.13, -0.85, -1.18], [-1.67, 1.47, 1.94], [1.94, -0.63, 0.47], [-0.66, 0.01, 0.44], [-0.20, 0.23, -1.83], [-0.39, 1.76, 1.17], [0.26, -0.11, -0.39], [-0.30, 0.61, -1.43], [1.51, -1.84, -0.92], [0.60, -0.74, 0.16], [-0.74, 0.31, 0.24]]
}

# 2
{
  "formula": "C4H4O3",
  "method": "ωB97M-V with the def2-TZVPD basis set",
  "de_lowest_kcal_mol": 137.90,
  "e_lumo_ha": [-0.021, -0.017],
  "homo_lumo_gap_ha": [0.2852, 0.2949],
  "homo_energy_ev": [-8.3, -8.5],
  "e_tot_ha": -380.32727,
  "molar_mass_g_mol": 100.07,
  "elements": ["C", "C", "C", "C", "O", "O", "O", "H", "H", "H", "H"],
  "positions_angstrom": [[0.76539, -0.10744, -0.30676], [-0.38038, 0.93108, -0.36733], [-1.08376, 1.87162, 0.56700], [1.03152, -1.35138, -0.95522], [-0.80139, 1.03029, -1.50540], [1.04731, -1.17519, 0.47590], [-0.89759, 1.82536, 1.93615], [-1.88173, 2.36156, 0.14558], [0.21979, -2.01547, -1.49571], [2.10289, -1.61558, -1.37320], [-0.09696, 1.62554, 2.39509]],
  "forces_ev_per_angstrom": [[-0.96, 1.52, 0.92], [-0.18, 0.01, -0.15], [5.12, -3.76, 2.55], [1.19, -2.02, -2.99], [-0.33, 0.03, -1.23], [-0.64, -0.04, 0.85], [-2.74, 1.23, -1.39], [-1.81, 1.21, -0.33], [1.35, 1.43, 1.65], [-2.21, 0.86, 0.77], [1.22, -0.48, -0.64]]
}

# 3
{
  "formula": "C23H89BIO20",
  "method": "ωB97M-V with the def2-TZVPD basis set",
  "e_lumo_ha": 0.054,
  "charge": -1,
  "homo_lumo_gap_ha": 0.2185,
  "homo_energy_ev": -4.5,
  "e_tot_ha": -2756.59090,
  "molar_mass_g_mol": 823.66,
  "elements": ["B", "C", "I", "C", "C", "H", "H", "H", "H", "H", "H", "H", "H", "H", "C", "O", "H", "H", "H", "H", "C", "O", "H", "H", "H", "H", "C", "O", "H", "H", "H", "H", "C", "O", "H", "H", "H", "H", "C", "O", "H", "H", "H", "H", "C", "O", "H", "H", "H", "H", "C", "O", "H", "H", "H", "H", "C", "O", "H", "H", "H", "H", "C", "O", "H", "H", "H", "H", "C", "O", "H", "H", "H", "H", "C", "O", "H", "H", "H", "H", "C", "O", "H", "H", "H", "H", "C", "O", "H", "H", "H", "H", "C", "O", "H", "H", "H", "H", "C", "O", "H", "H", "H", "H", "C", "O", "H", "H", "H", "H", "C", "O", "H", "H", "H", "H", "C", "O", "H", "H", "H", "H", "C", "O", "H", "H", "H", "H", "C", "O", "H", "H", "H", "H"],
  "positions_angstrom": [[1.13352, -1.15643, -2.48476], [0.90937, 0.49976, -2.63047], [-0.67318, 1.17167, -1.20697], [0.36854, 0.87382, -4.13767], [1.23181, 2.03267, -4.91202], [1.51529, -1.39110, -1.37367], [0.16838, -1.76684, -2.76227], [1.99850, -1.41633, -3.27298], [1.90876, 1.07716, -2.32594], [0.30304, -0.13853, -4.76633], [-0.73531, 1.27897, -4.01941], [2.28971, 2.25191, -4.45484], [0.57521, 3.02776, -4.96468], [1.38005, 1.71518, -6.05176], [-3.53048, 1.25322, 2.09172], [-2.80179, 2.35382, 1.57979], [-4.18294, 1.60205, 2.89556], [-4.13826, 0.81564, 1.29596], [-2.83622, 0.50734, 2.48657], [-2.23223, 2.01379, 0.86890], [-5.29100, 4.82336, 1.23150], [-3.94884, 4.76281, 0.78501], [-5.75054, 5.73919, 0.85254], [-5.84124, 3.95847, 0.85291], [-5.31244, 4.83254, 2.32406], [-3.56745, 3.94041, 1.13656], [2.57893, -2.05830, -6.25599], [1.47866, -2.02249, -5.36575], [3.50435, -2.08770, -5.67612], [2.51432, -2.95253, -6.88074], [2.57181, -1.16239, -6.88173], [0.67242, -1.99689, -5.90861], [5.79954, 0.38855, -5.74868], [5.13450, -0.20331, -4.64785], [5.05445, 0.75957, -6.45629], [6.41383, 1.22200, -5.39921], [6.42656, -0.35867, -6.24139], [5.82061, -0.52296, -4.03756], [-0.97342, 0.89703, 5.50851], [-1.48094, 0.17827, 4.39937], [-1.21210, 1.95596, 5.38503], [-1.43568, 0.52616, 6.42660], [0.11125, 0.77359, 5.55844], [-1.25413, -0.75716, 4.53688], [-1.12293, -5.07371, -2.26710], [-1.23148, -4.48694, -0.98324], [-1.13644, -6.16115, -2.16306], [-1.96702, -4.75843, -2.88535], [-0.18263, -4.76584, -2.73111], [-1.21673, -3.52271, -1.10744], [-6.77087, 9.12079, 0.40153], [-7.43590, 8.52894, 1.50236], [-7.51595, 9.49181, -0.30609], [-6.15657, 9.95424, 0.75099], [-6.14384, 8.37358, -0.09118], [-6.74980, 8.20929, 2.11265], [-4.54594, -2.02342, 5.36816], [-4.90908, -0.75713, 5.88682], [-5.32699, -2.74606, 5.61572], [-4.44420, -1.95778, 4.28213], [-3.60132, -2.34378, 5.81460], [-4.19782, -0.13727, 5.65177], [-1.36305, 3.39437, -7.10440], [-0.87406, 2.17600, -7.63435], [-0.60098, 3.83030, -6.45422], [-1.58132, 4.08654, -7.92134], [-2.26850, 3.20268, -6.52331], [-1.57126, 1.81291, -8.20659], [4.63813, -1.79646, -9.91736], [4.14904, -2.73963, -8.98161], [4.26796, -0.80439, -9.64848], [5.73068, -1.79353, -9.89597], [4.28335, -2.05665, -10.91770], [4.49369, -3.60957, -9.24580], [9.45108, 2.80586, -6.41056], [8.78604, 2.21401, -5.30973], [8.70599, 3.17688, -7.11817], [10.06537, 3.63932, -6.06110], [10.07810, 2.05865, -6.90327], [9.47215, 1.89436, -4.69944], [-2.46644, -3.95666, 8.23103], [-2.97396, -4.67542, 7.12189], [-2.70512, -2.89773, 8.10755], [-2.92870, -4.32754, 9.14912], [-1.38177, -4.08010, 8.28096], [-2.74715, -5.61085, 7.25940], [2.54329, -0.28733, 4.50037], [1.87825, -0.87919, 5.60120], [1.79820, 0.08368, 3.79275], [3.15759, 0.54612, 4.84983], [3.17032, -1.03455, 4.00766], [2.56436, -1.19884, 6.21149], [-4.64405, 8.31102, 4.88391], [-5.15157, 7.59225, 3.77477], [-4.88272, 9.36994, 4.76043], [-5.10631, 7.94014, 5.80200], [-3.55938, 8.18757, 4.93384], [-4.92476, 6.65682, 3.91228], [-3.84127, -7.36082, 9.72285], [-2.49912, -7.42138, 9.27637], [-4.30081, -6.44499, 9.34390], [-4.39152, -8.22571, 9.34427], [-3.86271, -7.35164, 10.81542], [-2.11773, -8.24377, 9.62791], [-5.50520, -2.91165, 10.24535], [-4.17638, -3.02792, 10.71980], [-5.51684, -3.10539, 9.17024], [-6.13931, -3.64321, 10.75215], [-5.87371, -1.90052, 10.43525], [-4.19758, -2.85086, 11.67562], [10.90980, 2.98776, -10.05901], [10.42071, 2.04459, -9.12326], [10.53963, 3.97983, -9.79013], [12.00234, 2.99069, -10.03762], [10.55502, 2.72757, -11.05935], [10.76535, 1.17465, -9.38745], [-7.05983, -5.89558, 8.64633], [-7.31029, -5.28233, 9.89756], [-6.19149, -5.41962, 8.18484], [-6.85393, -6.95840, 8.79517], [-7.92978, -5.76949, 7.99708], [-8.08544, -5.72510, 10.28287], [13.05022, 4.28855, -6.40350], [13.53921, 3.07017, -6.93346], [13.81230, 4.72447, -5.75332], [12.83195, 4.98071, -7.22044], [12.14478, 4.09685, -5.82241], [12.84202, 2.70708, -7.50569], [-4.52508, -5.92382, 0.15597], [-3.46443, -6.45469, 0.92900], [-5.41981, -6.52974, 0.31674], [-4.72375, -4.89501, 0.46614], [-4.25470, -5.95078, -0.90253], [-2.68486, -5.89697, 0.76593]],
  "forces_ev_per_angstrom": [[0.70, 1.52, 0.52], [1.29, -0.10, -1.68], [0.23, 0.13, 0.02], [-0.58, 0.29, 0.23], [-0.56, 0.06, -1.07], [0.08, -0.21, 0.68], [-1.15, -0.53, -0.26], [0.38, 0.09, -0.01], [-2.44, -0.86, -0.66], [0.43, 2.40, 1.51], [2.23, -0.87, -0.45], [-2.15, -0.49, -0.73], [1.71, -2.02, 0.38], [-0.22, 0.67, 2.43], [0.08, -0.34, -0.14], [0.18, 0.18, -0.11], [0.10, 0.04, -0.08], [-0.13, -0.13, 0.11], [-0.24, 0.01, 0.04], [0.00, 0.25, 0.18], [0.63, -0.13, -0.25], [-0.24, 0.36, 0.06], [0.05, -0.09, 0.05], [-0.29, 0.03, 0.14], [-0.33, -0.01, 0.15], [0.17, -0.09, -0.17], [-0.29, -0.13, 0.01], [-0.49, -0.28, -0.63], [-0.23, 0.10, 0.03], [0.25, 0.07, -0.19], [0.27, -0.01, -0.19], [0.39, -0.04, 0.33], [0.12, 0.04, 0.27], [0.18, -0.25, 0.35], [-0.01, -0.12, 0.17], [0.09, 0.03, -0.31], [0.12, 0.13, -0.26], [-0.54, 0.18, -0.27], [0.22, -0.06, 0.03], [-0.18, -0.56, -0.06], [-0.06, -0.18, -0.11], [0.12, 0.15, 0.21], [-0.09, 0.13, 0.26], [-0.04, 0.47, -0.18], [0.14, 0.25, -0.04], [-0.29, 0.22, 0.33], [-0.03, 0.12, 0.11], [0.06, -0.13, -0.23], [-0.09, -0.07, -0.19], [0.23, -0.34, 0.09], [0.10, -0.17, 0.21], [0.06, -0.15, 0.34], [0.04, -0.08, 0.15], [0.10, 0.09, -0.25], [0.10, 0.18, -0.20], [-0.29, 0.06, -0.12], [0.26, 0.10, -0.10], [0.10, 0.61, 0.12], [0.11, 0.16, 0.03], [0.05, -0.26, -0.03], [-0.06, -0.30, -0.15], [-0.38, -0.30, 0.07], [-0.17, -0.06, -0.07], [-0.16, -0.38, -0.45], [-0.13, -0.18, -0.18], [-0.08, 0.23, 0.11], [0.00, 0.25, 0.11], [0.46, 0.13, 0.37], [0.04, -0.21, 0.00], [0.09, -0.51, -0.03], [0.01, -0.21, 0.05], [0.05, 0.22, -0.17], [0.10, 0.23, -0.15], [-0.25, 0.48, 0.26], [0.22, -0.25, 0.18], [0.13, -0.19, 0.60], [0.08, -0.14, 0.15], [0.02, 0.14, -0.22], [-0.08, 0.32, -0.09], [-0.50, 0.16, -0.30], [0.06, -0.28, 0.19], [-0.15, -0.57, -0.33], [-0.04, -0.18, -0.02], [0.20, 0.28, 0.08], [0.05, 0.16, 0.18], [-0.09, 0.46, -0.10], [0.22, 0.00, -0.10], [0.10, -0.33, 0.66], [0.07, -0.11, 0.15], [0.07, 0.09, -0.23], [0.03, 0.19, -0.21], [-0.51, 0.14, -0.32], [0.06, -0.15, 0.04], [-0.12, -0.44, -0.20], [-0.01, -0.19, -0.06], [0.11, 0.19, 0.15], [0.01, 0.16, 0.18], [-0.16, 0.49, -0.29], [-0.01, -0.12, 0.12], [0.46, -0.32, -0.02], [0.18, -0.12, 0.06], [-0.24, 0.06, 0.07], [-0.27, 0.06, 0.01], [-0.11, 0.54, -0.29], [-0.29, 0.03, 0.37], [0.51, 0.10, 0.67], [0.10, 0.03, 0.16], [-0.05, 0.23, -0.27], [-0.18, 0.03, -0.19], [0.08, -0.12, -0.59], [0.08, -0.13, -0.16], [0.23, -0.56, -0.05], [0.00, -0.20, 0.04], [0.05, 0.22, -0.20], [0.11, 0.24, -0.10], [-0.29, 0.42, 0.19], [-0.15, -0.12, -0.07], [-0.56, -0.26, 0.50], [-0.13, -0.01, 0.12], [0.06, -0.05, -0.26], [0.14, -0.10, -0.21], [0.45, 0.31, -0.17], [-0.16, -0.08, -0.08], [-0.12, -0.40, -0.36], [-0.06, -0.15, -0.14], [-0.08, 0.22, 0.16], [0.04, 0.28, 0.06], [0.35, 0.12, 0.33], [0.31, 0.11, 0.01], [0.35, 0.02, 0.12], [0.16, 0.02, 0.05], [-0.20, 0.04, -0.19], [-0.22, 0.13, -0.08], [-0.27, -0.22, -0.02]]
}

# 4
{
  "formula": "C40H32N2O5P2SV",
  "method": "ωB97M-V with the def2-TZVPD basis set",
  "de_lowest_kcal_mol": 0.00,
  "multiplicity": 3,
  "e_lumo_ha": [0.067, 0.067],
  "charge": -1,
  "homo_lumo_gap_ha": [0.1514, 0.1196],
  "homo_energy_ev": [-2.3, -1.4],
  "e_tot_ha": -4054.14958,
  "molar_mass_g_mol": 765.66,
  "elements": ["V", "O", "C", "C", "C", "C", "C", "C", "C", "O", "N", "N", "C", "C", "C", "C", "C", "C", "C", "O", "H", "H", "H", "H", "H", "H", "H", "H", "H", "H", "O", "P", "C", "P", "O", "C", "C", "C", "C", "C", "C", "C", "C", "C", "C", "C", "C", "C", "C", "C", "C", "C", "C", "C", "C", "C", "C", "C", "C", "H", "H", "H", "H", "H", "H", "H", "H", "H", "H", "H", "H", "H", "H", "H", "H", "H", "H", "H", "H", "H", "H", "S", "C"],
  "positions_angstrom": [[0.71802, -1.71944, 0.48101], [4.06333, -1.76892, 4.59479], [2.95547, -1.38552, 5.20262], [2.96619, -1.35122, 6.58123], [1.85420, -1.08747, 7.30085], [0.67191, -0.79490, 6.59111], [0.58798, -0.77007, 5.22086], [1.74811, -1.07648, 4.47083], [1.66621, -1.27523, 3.00621], [0.54976, -1.08203, 2.35108], [2.75143, -1.65183, 2.45047], [2.61614, -1.76670, 1.07760], [3.69649, -1.66022, 0.34117], [3.79140, -1.90986, -1.01885], [5.04071, -1.94573, -1.68341], [5.22672, -2.34222, -3.01486], [4.09711, -2.70978, -3.72947], [2.80512, -2.63653, -3.19289], [2.62909, -2.22927, -1.83676], [1.44477, -2.14368, -1.40641], [3.68514, -1.76920, 3.58168], [3.80521, -1.78298, 7.08571], [1.69491, -1.18606, 8.37589], [-0.28725, -0.72744, 7.14076], [-0.30188, -0.54886, 4.69775], [4.59356, -1.34034, 0.94264], [5.80270, -1.47597, -1.04893], [6.24692, -2.44148, -3.40443], [4.28589, -3.13411, -4.71750], [1.94471, -2.86770, -3.76933], [-1.14875, -1.51167, -0.19832], [-2.19542, -0.53952, -0.67654], [-1.70221, 1.25903, -0.61971], [0.10552, 1.67072, -0.44641], [0.92967, 0.55723, 0.00845], [0.58751, 2.23011, -2.08424], [-0.31934, 2.52918, -3.14331], [0.22554, 3.05113, -4.34022], [1.55011, 3.42865, -4.41824], [2.43343, 3.07969, -3.37345], [1.96618, 2.44639, -2.23857], [0.05652, 3.08266, 0.62289], [0.70983, 3.01293, 1.82956], [0.62853, 4.15039, 2.71791], [-0.08488, 5.29389, 2.34653], [-0.66886, 5.33190, 1.10143], [-0.62839, 4.25622, 0.22732], [-2.68849, -0.84567, -2.33479], [-1.58680, -1.00426, -3.29082], [-1.82509, -1.29053, -4.63385], [-3.05103, -1.67748, -5.07487], [-4.09308, -1.70362, -4.17493], [-3.91316, -1.37938, -2.78982], [-3.77233, -0.74879, 0.27329], [-4.70962, 0.26975, 0.27360], [-5.91438, 0.10447, 0.95704], [-6.27021, -1.09741, 1.56157], [-5.28635, -2.15077, 1.51288], [-4.01154, -1.92070, 1.00019], [-2.29684, 1.70282, 0.22519], [-2.14938, 1.79259, -1.48557], [-1.40762, 2.49389, -3.01028], [-0.39369, 3.10489, -5.22245], [1.87341, 3.92525, -5.30297], [3.47650, 3.37929, -3.42965], [2.66675, 2.08475, -1.50500], [1.11572, 2.07813, 2.21797], [1.13286, 4.00602, 3.70375], [-0.13634, 6.09535, 3.00726], [-1.10437, 6.25566, 0.77744], [-1.01835, 4.38442, -0.77126], [-0.56985, -0.79584, -2.92108], [-1.01194, -1.14460, -5.32869], [-3.23148, -1.91988, -6.12340], [-5.11751, -1.96711, -4.40422], [-4.66349, -1.59418, -2.04502], [-4.54835, 1.18355, -0.25200], [-6.43499, 1.08105, 1.15835], [-7.25512, -1.24767, 2.00625], [-5.63249, -3.14259, 1.92284], [-3.24944, -2.68110, 1.03527], [0.81400, -4.88537, 1.62117], [0.46903, -3.49261, 0.86008]],
  "forces_ev_per_angstrom": [[0.87, -0.47, -1.38], [-0.55, 0.09, -1.51], [-1.09, 0.36, -0.96], [0.62, -0.65, 0.89], [-2.71, 0.39, -0.23], [-1.34, 0.09, 1.13], [2.37, -0.40, -0.24], [-0.06, -0.20, 1.13], [-2.79, 0.79, 0.31], [0.80, 0.40, 1.97], [2.01, 0.07, -1.16], [0.95, 0.12, -0.79], [0.23, 0.73, 3.80], [-0.21, -0.91, -3.49], [-0.24, 0.89, 0.57], [0.53, 0.35, 1.67], [-0.84, -0.57, -0.39], [2.51, 0.37, 0.29], [0.28, -0.01, -0.13], [-1.29, 0.59, 0.30], [1.31, -0.38, 0.31], [0.74, 0.16, 0.07], [0.77, -0.01, -0.19], [0.71, 0.27, -0.14], [-0.90, 0.02, -0.43], [-0.46, -0.59, -0.84], [0.47, -0.68, -0.50], [-0.55, 0.17, -0.02], [-0.41, 0.23, -0.01], [-0.64, -0.28, -0.32], [-2.39, 1.67, -0.93], [0.35, -0.72, 1.62], [-1.26, 0.36, 0.43], [-1.89, -0.33, -1.08], [0.90, -0.72, 0.61], [-0.82, 0.56, -0.81], [1.44, 0.52, 0.42], [-0.66, -0.51, 0.74], [0.22, -0.98, 1.09], [-0.25, 0.80, -0.55], [-0.45, -0.09, -0.64], [-0.17, 0.81, -0.52], [-0.68, 1.43, 1.96], [0.33, -1.51, -0.25], [1.24, -2.40, -0.05], [-0.22, -0.04, -0.88], [0.87, 0.03, 0.73], [1.19, -2.38, -3.34], [-1.03, 1.49, 1.21], [1.74, 0.49, 1.04], [-1.64, 0.14, -0.52], [-0.67, -0.01, 2.31], [1.09, 0.58, -0.76], [0.91, 0.59, -0.01], [-0.43, -0.99, 0.39], [-0.30, 1.66, 0.85], [1.63, -0.76, -0.81], [-1.84, 0.17, 0.77], [-0.68, -0.24, -0.64], [0.89, -0.46, -0.34], [0.38, -0.54, 0.37], [0.64, -0.38, -0.29], [-0.25, 0.43, 0.01], [0.47, 0.20, -0.47], [-0.09, -0.25, -0.10], [0.02, 0.06, 0.35], [0.23, 0.20, -0.42], [-0.60, 0.53, -0.88], [-0.14, 1.37, 0.95], [-0.41, 0.29, -0.16], [-0.17, -0.22, -0.10], [-0.37, -0.10, -0.38], [0.23, -0.43, -0.04], [0.09, 0.10, 0.28], [0.17, -0.31, -0.50], [-0.54, 0.30, -0.22], [0.22, 0.57, -0.21], [-0.19, -1.38, -0.49], [0.42, 0.04, 0.00], [0.93, 1.12, -0.37], [0.19, -0.18, 0.05], [-0.46, 0.50, -0.55], [0.68, -1.96, 1.41]]
}